Molecular formula: C24H18ClIrN3S
Method: DFT, ωB97M-V/def2-TZVPD

Atoms and positions in Å:
1 Ir -0.27152 -0.16120 -0.21954
2 N -1.63730 0.91264 3.56479
3 C -1.65186 -0.41996 3.95926
4 C -1.94748 -1.02956 5.17261
5 C -1.88209 -2.40790 5.19945
6 C -1.54312 -3.15460 4.05937
7 C -1.24849 -2.54339 2.85900
8 C -1.29634 -1.15315 2.82454
9 N -1.06296 -0.26646 1.78420
10 C -1.28885 0.93728 2.26208
11 C -1.15052 2.04068 1.33730
12 C -1.75345 3.22787 1.31480
13 S -1.56760 4.07465 -0.18811
14 C -0.47130 2.73873 -0.83195
15 N -0.44293 1.66599 0.16916
16 H -1.82287 1.71282 4.14403
17 H -2.22219 -0.45942 6.04966
18 H -2.10679 -2.92842 6.12039
19 H -1.52249 -4.23374 4.12785
20 H -1.01317 -3.11171 1.96918
21 H -2.37194 3.64653 2.09364
22 H 0.52549 3.17584 -0.92176
23 C 3.39305 -3.43889 0.07239
24 C 4.14374 -2.85122 -0.93700
25 C 3.55791 -1.93065 -1.78855
26 C 2.21717 -1.56894 -1.62596
27 C 1.46311 -2.19868 -0.62312
28 C 2.04665 -3.12479 0.22035
29 C 1.66535 -0.49573 -2.41736
30 C 0.58146 0.23729 -2.00732
31 C 0.18735 1.36093 -2.78214
32 C 0.78732 1.77219 -3.99471
33 C 0.31788 2.84804 -4.68282
34 C -0.81163 3.61918 -4.25094
35 C -1.40941 3.30883 -3.09571
36 C -0.92717 2.20065 -2.22777
37 H 3.85134 -4.16339 0.73238
38 H 5.18626 -3.11203 -1.05770
39 H 4.14444 -1.46181 -2.56920
40 H 0.36797 -2.12745 -0.61886
41 H 1.45292 -3.62352 0.97424
42 H 2.22086 -0.24609 -3.31597
43 H 1.61987 1.22184 -4.40520
44 H 0.80386 3.12561 -5.61065
45 H -1.16932 4.42828 -4.87172
46 H -2.27950 3.85618 -2.75658
47 H -1.76478 1.52487 -1.99787
48 Cl -1.89696 -1.42422 -1.21215

The calculation puts the HOMO-LUMO gap at 5.55 eV. As for the maximum force: 0.008 Eh/bohr. The net charge is +1. The total energy comes out at -55840.208 eV.



Molecular formula: C26H21AsGeMnO8S
Method: DFT, ωB97M-V/def2-TZVPD

Atoms and positions in Å:
1 Mn 13.38841 9.41266 9.49800
2 O 13.90648 8.81920 7.21946
3 As 14.16956 7.06586 7.95951
4 O 13.26082 7.42181 9.44297
5 O 11.61045 10.18537 8.97178
6 C 16.02254 7.31669 8.63628
7 C 16.89606 6.25838 8.47417
8 C 18.25555 6.38142 8.81768
9 C 18.67394 7.58322 9.36931
10 C 17.72177 8.55109 9.74029
11 C 16.38027 8.40658 9.36176
12 S 15.59397 11.20235 9.31102
13 O 16.53323 11.70122 10.26341
14 O 15.43959 9.27742 9.67092
15 O 14.15418 11.35400 9.70489
16 H 13.03116 8.89225 6.82612
17 H 16.43289 5.28990 8.20582
18 H 18.89966 5.52012 8.67721
19 H 19.75553 7.75536 9.51793
20 H 18.11747 9.46242 10.24998
21 O 10.71295 11.23754 10.77548
22 C 11.80095 10.70094 11.60419
23 O 12.70026 9.96381 11.41906
24 H 11.66716 11.22943 12.60594
25 C 10.82489 10.99299 9.40770
26 Ge 10.00180 12.47316 8.16011
27 C 8.31358 12.04786 7.38413
28 C 7.21172 11.75442 8.17191
29 C 5.94258 12.12130 7.81751
30 C 5.70102 12.72457 6.57935
31 C 6.77749 12.88639 5.74626
32 C 8.04363 12.61621 6.14766
33 C 11.40789 12.90002 6.98424
34 C 11.75455 12.07075 5.91093
35 C 12.64675 12.55377 4.95122
36 C 13.09415 13.86944 4.99470
37 C 12.66301 14.69870 6.04072
38 C 11.85855 14.18683 7.04414
39 C 9.62314 13.89122 9.45580
40 C 8.38986 14.51514 9.42539
41 C 8.11487 15.50851 10.37278
42 C 8.98136 15.78932 11.43820
43 C 10.13090 15.08869 11.51975
44 C 10.52510 14.20331 10.53622
45 H 7.33974 11.27439 9.14352
46 H 5.14831 11.97744 8.60144
47 H 4.73784 13.06880 6.41621
48 H 6.62319 13.28797 4.72312
49 H 8.92345 12.88124 5.59194
50 H 11.26752 11.15645 5.77805
51 H 13.08262 11.96998 4.13659
52 H 13.68710 14.28362 4.18346
53 H 12.99347 15.75898 6.05885
54 H 11.53293 14.80282 7.93614
55 H 7.72784 14.30503 8.62593
56 H 7.12613 16.01893 10.38349
57 H 8.53903 16.41859 12.25318
58 H 10.74724 15.20178 12.42271
59 H 11.49757 13.80071 10.60335

The calculation puts the HOMO-LUMO gap (alpha / beta) at 7.59 / 7.30 eV. The spin multiplicity is 2. As for the maximum force: 0.075 Eh/bohr. The net charge is 0. The total energy comes out at -203189.937 eV.



Molecular formula: CH6N3S2
Method: DFT, ωB97M-V/def2-TZVPD

Atoms and positions in Å:
1 C -0.12364 0.23039 -0.36547
2 N -0.92025 0.61135 -1.30899
3 N 0.01665 0.68652 0.82710
4 N 0.62889 -1.57764 -0.79766
5 S -1.04078 1.93125 1.52820
6 S 1.57523 -2.16193 0.38570
7 H -1.56336 1.39122 -1.19178
8 H -0.97936 0.08958 -2.17293
9 H 0.68804 0.25662 1.45468
10 H 1.19711 -1.29669 -1.59451
11 H -0.06088 2.59764 2.15847
12 H 0.58234 -2.75832 1.07720

The calculation puts the HOMO-LUMO gap at 8.63 eV. For the relative energy (zero: lowest compared OMol25 entry of this formula, charge and spin), the calculation gives 2.2632 eV. As for the maximum force: 0.075 Eh/bohr. The net charge is +1. The total energy comes out at -27265.795 eV.



Molecular formula: C6H10N2O
Method: DFT, ωB97M-V/def2-TZVPD

Atoms and positions in Å:
1 C 0.64809 1.82314 0.19685
2 C 0.92516 0.47533 -0.43444
3 C 1.09230 -0.76623 0.49325
4 C 0.75435 -1.61743 -0.67906
5 C -0.24965 -0.38737 -0.92572
6 C -1.03086 -0.52996 0.37194
7 H -0.24144 1.88524 0.86471
8 H 0.55204 2.58542 -0.54488
9 H 1.44951 2.25014 0.88660
10 H 1.91046 0.52390 -1.05917
11 H 2.05052 -0.73659 1.11176
12 H 0.27146 -2.53841 -0.54862
13 H 1.61605 -1.76094 -1.37771
14 H -0.72662 -0.11698 -1.90384
15 H -0.16269 -0.37624 2.18147
16 H -3.69605 0.55098 -0.09953
17 N -0.08829 -0.98376 1.35223
18 N -2.22125 -0.31242 0.63723
19 O -2.85308 0.03218 -0.52308

The calculation puts the HOMO-LUMO gap at 9.53 eV. For the relative energy (zero: lowest compared OMol25 entry of this formula, charge and spin), the calculation gives 3.9610 eV. As for the maximum force: 0.111 Eh/bohr. The net charge is 0. The total energy comes out at -11408.127 eV.



Molecular formula: C4H8O15PtS3
Method: DFT, ωB97M-V/def2-TZVPD

Atoms and positions in Å:
1 Pt 1.47081 -0.92250 -0.93871
2 S 3.54047 1.99294 -2.66282
3 O 3.99921 0.74016 -2.07983
4 O 4.18757 3.18609 -2.08546
5 O 3.63351 1.88053 -4.09535
6 O 2.14954 2.02022 -2.19038
7 S 1.75532 -4.12239 1.19903
8 O 0.55612 -3.50916 0.68346
9 O 2.72892 -3.06456 1.01668
10 O 1.67981 -4.54744 2.55837
11 O 2.02166 -5.25585 0.28165
12 S 0.20888 -2.35483 -4.31263
13 O 0.59821 -1.67657 -5.56216
14 O -0.40162 -3.62852 -4.46522
15 O 1.46841 -2.47792 -3.67594
16 O -0.49578 -1.54560 -3.32547
17 C -3.67458 3.10812 0.20506
18 C -2.40077 2.27481 0.60669
19 O -2.38961 1.79442 1.95305
20 C -1.32234 1.14557 2.38273
21 O -0.35954 0.85102 1.67302
22 O -1.51961 0.84259 3.57986
23 C -0.66094 -0.02326 4.38314
24 H -3.77414 4.04255 0.75736
25 H -4.38505 2.34070 0.51231
26 H -3.59632 3.31859 -0.86156
27 H -1.56603 2.94714 0.40847
28 H -2.13492 1.44701 -0.05072
29 H -0.73962 0.31130 5.41754
30 H 0.40827 -0.05956 4.17442
31 H -0.98598 -1.05549 4.51338

The calculation puts the HOMO-LUMO gap (alpha / beta) at 3.08 / 3.06 eV. For the relative energy (zero: lowest compared OMol25 entry of this formula, charge and spin), the calculation gives 4.2724 eV. The spin multiplicity is 3. As for the maximum force: 0.132 Eh/bohr. The net charge is -4. The total energy comes out at -70727.540 eV.



Molecular formula: C2H25O11
Method: DFT, ωB97M-V/def2-TZVPD

Atoms and positions in Å:
1 C 1.03112 0.06291 -1.23642
2 C -0.45459 0.36530 -1.24880
3 O -0.86519 0.69660 0.10337
4 H 1.33817 -0.54012 -0.35013
5 H 1.58433 0.99139 -1.14481
6 H 1.22415 -0.63120 -2.02802
7 H -1.07275 -0.43159 -1.66826
8 H -0.71403 1.20684 -1.76233
9 O 3.71648 0.14100 0.29831
10 H 4.64048 0.29171 0.10221
11 H 3.28440 0.99585 0.10602
12 O 1.83069 2.82615 0.47342
13 H 1.68725 1.95380 0.85009
14 H 1.01921 3.06425 0.01129
15 O -3.54262 0.30336 -1.14894
16 H -2.62551 0.46992 -1.02516
17 H -3.54434 -0.43991 -1.70620
18 O 2.87860 -2.70494 -0.26910
19 H 3.14654 -1.80836 -0.51340
20 H 2.60905 -2.57764 0.62369
21 O 0.40178 -3.77368 -1.10517
22 H -0.04257 -3.50123 -1.89685
23 H 1.32359 -3.44965 -0.98678
24 O -0.79855 3.43613 -0.14092
25 H -0.79583 2.49097 -0.22160
26 H -1.52921 3.77685 -0.65190
27 O -0.43304 -1.92927 0.79294
28 H -0.32920 -0.99454 0.59571
29 H -0.16073 -2.41997 -0.01109
30 O 0.73394 1.04649 2.41120
31 H -0.05601 0.91657 1.91392
32 H 0.48531 0.74848 3.29401
33 O -3.12143 -1.82408 0.71271
34 H -3.23064 -0.97259 0.35866
35 H -2.16065 -1.79416 0.86005
36 O -2.62141 1.03939 2.09215
37 H -2.04248 0.99658 1.32187
38 H -2.79431 1.97238 2.19426

The calculation puts the HOMO-LUMO gap at 8.43 eV. For the relative energy (zero: lowest compared OMol25 entry of this formula, charge and spin), the calculation gives 0.2193 eV. As for the maximum force: 0.079 Eh/bohr. The net charge is -1. The total energy comes out at -25004.169 eV.



Molecular formula: C43H63F19N2O15SSi
Method: DFT, ωB97M-V/def2-TZVPD

Atoms and positions in Å:
1 C -6.22819 2.24283 3.32542
2 C -6.11272 1.01323 2.37209
3 C -6.30471 -0.35734 3.03821
4 C -5.89013 1.19805 1.06661
5 C -6.14964 0.11182 0.01205
6 C -5.01257 -0.06882 -1.06732
7 C -3.58952 0.39360 -0.60365
8 C -3.48347 1.93818 -0.97878
9 C -2.55677 -0.34932 -1.54535
10 C -1.08932 -0.41247 -0.92819
11 C -0.11321 0.29168 -1.92304
12 C -0.24242 1.79362 -1.66385
13 N -0.35170 2.88531 -1.41001
14 C 1.42096 -0.06978 -1.69924
15 C 2.00975 0.93222 -0.73446
16 N 2.52878 1.48551 0.08756
17 C 1.69142 -1.54857 -1.31094
18 C 3.22319 -1.86680 -1.04505
19 O 3.25825 -2.58015 0.18660
20 Si 4.72860 -3.38598 0.51193
21 C 4.24893 -5.19862 0.91876
22 C 5.63916 -2.73072 2.03433
23 C 5.96175 -3.44294 -0.93080
24 S 2.25018 0.23362 -3.34012
25 O 3.67883 0.25786 -3.21065
26 O 1.80202 1.46082 -3.92899
27 F 1.88290 -0.99861 -4.32650
28 H -5.20829 2.61946 3.53754
29 H -6.86527 3.01257 2.86754
30 H -6.72820 1.92927 4.26595
31 H -5.59337 -0.40451 3.89440
32 H -7.31959 -0.48216 3.47934
33 H -6.10680 -1.22079 2.37944
34 H -5.53192 2.20763 0.79266
35 H -7.06186 0.43456 -0.54613
36 H -6.40330 -0.87586 0.43806
37 H -5.27228 0.49866 -1.98214
38 H -4.97723 -1.15080 -1.32244
39 H -3.37396 0.20096 0.46261
40 H -2.94996 2.10367 -1.92942
41 H -3.03053 2.53250 -0.15595
42 H -4.51191 2.33867 -1.10673
43 H -2.92875 -1.39710 -1.63383
44 H -2.54695 0.06088 -2.57296
45 H -1.09395 0.03304 0.08399
46 H -0.88126 -1.49257 -0.80179
47 H -0.39906 0.05048 -2.96827
48 H 1.14678 -1.77870 -0.37674
49 H 1.32701 -2.24809 -2.08771
50 H 3.54546 -2.47597 -1.91939
51 H 3.82470 -0.93532 -0.98268
52 H 4.98951 -5.91723 0.52167
53 H 4.16836 -5.28395 2.02340
54 H 3.23984 -5.39399 0.49023
55 H 6.00964 -1.69388 1.89532
56 H 6.45394 -3.43923 2.29553
57 H 4.91173 -2.72943 2.87793
58 H 6.96846 -3.21550 -0.51267
59 H 6.04183 -4.46712 -1.35851
60 H 5.78804 -2.71477 -1.74612
61 C -0.15238 -8.37400 2.02363
62 C -0.00627 -7.92208 0.58570
63 O -0.79679 -6.74603 0.33347
64 C -0.25882 -5.58766 0.71346
65 O 0.80710 -5.46220 1.24015
66 C -1.18748 -4.42976 0.33892
67 F -2.46760 -4.67879 0.65206
68 F -1.15475 -4.17926 -0.98648
69 F -0.84949 -3.29187 0.95774
70 H -1.20468 -8.52079 2.27329
71 H 0.38420 -9.30859 2.18824
72 H 0.23899 -7.62502 2.71309
73 H -0.38253 -8.69406 -0.08467
74 H 1.03767 -7.74643 0.32245
75 C 3.18386 3.27587 -6.38992
76 C 4.45716 2.45802 -6.41374
77 O 4.49124 1.59091 -7.56340
78 C 4.87611 2.15009 -8.70929
79 O 5.18494 3.29711 -8.84855
80 C 4.90700 1.09729 -9.82027
81 F 3.81062 0.31833 -9.81738
82 F 5.96737 0.27765 -9.69001
83 F 4.98472 1.64516 -11.03778
84 H 2.31066 2.62412 -6.44274
85 H 3.12666 3.86970 -5.47770
86 H 3.13182 3.95109 -7.24552
87 H 4.49512 1.80985 -5.53837
88 H 5.34449 3.09181 -6.38471
89 C 4.04635 1.22825 2.63491
90 C 4.90231 2.47371 2.69935
91 O 4.61245 3.23739 3.88463
92 C 5.19970 2.82282 5.00682
93 O 5.93047 1.87979 5.09483
94 C 4.83610 3.75639 6.16472
95 F 3.52405 4.04711 6.18857
96 F 5.49641 4.92536 6.07355
97 F 5.14038 3.22458 7.35320
98 H 2.99035 1.48624 2.71181
99 H 4.21247 0.69752 1.70006
100 H 4.27206 0.55172 3.46180
101 H 4.67458 3.12086 1.85275
102 H 5.96573 2.23563 2.64697
103 C -9.83616 4.01250 9.27122
104 C -8.62227 3.19259 9.65615
105 O -8.61804 1.92822 8.97158
106 C -8.16398 1.94454 7.71704
107 O -7.77520 2.91619 7.13881
108 C -8.17328 0.52818 7.13556
109 F -9.31767 -0.12506 7.39914
110 F -7.17609 -0.21883 7.64301
111 F -8.02338 0.53212 5.80688
112 H -10.75188 3.44448 9.44467
113 H -9.87623 4.93460 9.85174
114 H -9.81576 4.27185 8.21198
115 H -8.65246 2.96470 10.72123
116 H -7.69418 3.73397 9.46787
117 C 6.52161 -2.52018 -11.14450
118 C 6.19374 -3.97675 -11.39757
119 O 7.32475 -4.81728 -11.10767
120 C 7.51364 -5.12260 -9.82315
121 O 6.82542 -4.75057 -8.91869
122 C 8.71861 -6.05596 -9.67732
123 F 9.76898 -5.64452 -10.40711
124 F 8.42003 -7.30315 -10.08516
125 F 9.13356 -6.14525 -8.40969
126 H 7.41088 -2.22513 -11.70462
127 H 5.68936 -1.88159 -11.44046
128 H 6.73451 -2.34224 -10.09019
129 H 5.96277 -4.12565 -12.45200
130 H 5.32079 -4.29795 -10.82786
131 C -2.69125 6.97680 5.50339
132 C -3.86705 7.04457 6.45567
133 O -5.11229 7.01837 5.73746
134 C -5.54071 5.81382 5.35289
135 O -4.96980 4.78385 5.55751
136 C -6.89307 5.93894 4.64593
137 F -6.91228 6.94747 3.75703
138 F -7.88624 6.17728 5.52244
139 F -7.21677 4.82640 3.97986
140 H -2.75644 7.77159 4.75823
141 H -1.75114 7.07704 6.04650
142 H -2.67791 6.03031 4.96181
143 H -3.84714 7.98775 7.00102
144 H -3.83353 6.24315 7.19495

The calculation puts the HOMO-LUMO gap at 8.17 eV. As for the maximum force: 0.105 Eh/bohr. The net charge is 0. The total energy comes out at -149651.234 eV.